The following is a DFT calculation (wB97M-V/def2-TZVPD) of an isolated molecule of C16H17N3O4S at a distorted geometry.

XYZ file:
```
41
Properties=species:S:1:pos:R:3:forces:R:3:mulliken_charge:R:1
C -2.8395 -2.0217 1.9804 0.1 0.1 -0.4 -1.2034
C -2.5377 -2.2751 0.5115 -0.2 -0.4 0.3 -0.0395
O -2.4426 -1.0449 -0.2106 0.3 0.1 0.1 -0.2468
C -3.5670 -0.5349 -0.7171 -0.1 0.2 -0.2 0.5948
O -4.6456 -1.0586 -0.6596 -0.1 0.0 0.0 -0.5989
C -3.2979 0.7945 -1.4119 -0.1 0.0 0.1 -0.7930
N -1.9151 1.1803 -1.3574 0.0 -0.1 -0.3 -0.1759
C -1.5012 2.1940 -0.5483 0.0 0.0 -0.1 0.5160
O -2.2789 2.9899 -0.0545 -0.2 0.1 0.1 -0.7180
C -0.0502 2.2558 -0.3422 0.7 0.1 0.2 0.9770
S 0.9878 0.9033 -0.7406 0.2 0.7 0.3 -0.1306
C 2.3242 1.8023 -0.0494 -1.2 -0.5 -0.5 0.4358
N 3.6114 1.3507 -0.0401 0.7 0.2 0.2 -0.0345
C 4.1226 0.0883 -0.2750 0.0 0.2 0.0 0.0449
O 5.3099 -0.0548 -0.4443 0.0 -0.1 -0.1 -0.6109
C 3.1490 -1.0361 -0.2514 0.0 -0.4 0.1 -0.0144
C 2.3923 -1.2805 0.8920 0.2 0.0 -0.1 0.1030
C 1.5372 -2.3659 0.9335 0.0 0.0 0.1 -0.3843
C 1.4296 -3.2074 -0.1622 0.0 0.0 0.0 -0.5124
C 2.1906 -2.9736 -1.2953 0.0 0.0 -0.1 -0.6992
C 3.0592 -1.8977 -1.3383 0.1 0.2 0.1 -0.2871
N 2.0091 2.9720 0.3905 0.9 0.2 0.3 -0.6638
C 0.6881 3.2492 0.2554 -0.8 -0.5 -0.4 -0.2456
C 0.1794 4.5582 0.7363 -0.2 0.0 0.0 -1.2178
H -3.8170 -1.5571 2.0844 -0.1 0.0 0.0 0.3769
H -2.0894 -1.3614 2.4092 0.1 0.0 0.1 0.2725
H -2.8385 -2.9634 2.5217 0.0 -0.1 0.1 0.4017
H -1.5631 -2.7511 0.3830 -0.1 0.0 0.0 0.0596
H -3.3221 -2.8907 0.0598 0.2 0.0 0.0 0.3880
H -3.8758 1.5769 -0.9073 0.0 -0.2 -0.1 0.3885
H -3.6503 0.7202 -2.4463 0.0 0.0 0.2 0.3472
H -1.2431 0.4899 -1.6566 -0.1 0.1 0.0 0.2799
H 4.3067 2.0767 0.1055 -0.1 -0.2 0.0 0.2876
H 2.4820 -0.6249 1.7465 0.0 0.1 0.1 0.4039
H 0.9561 -2.5561 1.8236 0.0 0.0 0.1 0.4554
H 0.7606 -4.0550 -0.1289 -0.1 -0.1 0.0 0.4765
H 2.1138 -3.6353 -2.1448 0.0 -0.1 -0.1 0.4201
H 3.6666 -1.7128 -2.2112 0.1 0.0 -0.1 0.4380
H 0.5518 5.3516 0.0897 0.0 0.1 0.0 0.2713
H 0.5523 4.7437 1.7410 0.0 0.0 0.1 0.3412
H -0.9055 4.5616 0.7295 0.0 0.1 0.0 0.2961
```
Positions in Å, forces in eV/Å.

Summary:
**2S+1**: 1
**HOMO-LUMO gap**: 8.78 eV
**Total charge**: 0
**Structure (SMILES)**: CCOC(=O)CNC(=O)c1sc(NC(=O)c2ccccc2)nc1C

---

The following is a DFT calculation (wB97M-V/def2-TZVPD) of the ion C7H10N5O with charge +1 at a distorted geometry.

XYZ file:
```
23
Properties=species:S:1:pos:R:3:forces:R:3:mulliken_charge:R:1
C 1.9063 -0.2868 -1.5604 0.3 -0.6 -0.1 -0.8347
N 1.1992 0.8716 -1.0886 -0.3 0.1 0.0 0.2231
C 1.1285 2.0815 -1.6822 0.1 0.0 0.2 -0.0645
N 0.4683 2.9512 -0.9643 -0.1 0.6 -0.4 -0.6056
C 0.0763 2.3122 0.1487 0.0 -1.0 0.1 -0.6907
C 0.4948 0.9950 0.0789 -0.4 0.6 0.2 0.2301
N 0.4808 -0.0161 1.0725 0.4 -0.1 0.1 -0.0610
C -0.5653 -0.5877 1.6585 -0.1 -0.2 0.3 0.6243
N -0.4885 -0.9467 2.9445 0.0 0.1 -0.4 -0.4102
N -1.7409 -0.8529 1.0202 -0.1 0.1 0.7 -0.1739
C -1.8429 -1.3063 -0.2501 -0.6 0.1 -1.9 0.4254
C -2.4223 -1.6461 -1.3415 0.2 0.4 1.5 -0.4604
O -0.8789 -1.5725 -1.2098 0.9 0.0 0.2 -0.4303
H 2.8617 -0.3955 -1.0410 0.0 0.0 -0.1 0.3073
H 1.2978 -1.1791 -1.4068 0.1 0.1 -0.1 0.3292
H 2.0965 -0.1744 -2.6256 0.0 0.0 0.1 0.3326
H 1.5746 2.2912 -2.6320 0.2 -0.1 -0.3 0.3822
H -0.4958 2.8083 0.9053 -0.1 0.0 0.3 0.4223
H 1.3571 -0.1055 1.5808 -0.2 -0.1 0.1 0.2933
H 0.2839 -0.6652 3.5268 0.0 0.1 0.0 0.2177
H -1.1868 -1.5384 3.3655 0.1 -0.1 -0.1 0.2211
H -2.5769 -0.9555 1.5865 0.2 0.1 0.0 0.3117
H -3.0274 -2.0824 -2.0860 -0.4 -0.2 -0.4 0.4110
```
Positions in Å, forces in eV/Å.

Summary:
**2S+1**: 1
**HOMO-LUMO gap**: 8.13 eV
**Total charge**: +1
**Structure (SMILES)**: Cn1cncc1NC(=[NH2+])NC1=CO1

---

The following is a DFT calculation (wB97M-V/def2-TZVPD) of a cluster of 10 separate species, C31H62FIN3O12S4 in total at a distorted geometry.

XYZ file:
```
114
Properties=species:S:1:pos:R:3:forces:R:3:mulliken_charge:R:1
C -1.0941 -2.4016 -4.9229 8.1 -1.3 -2.9 -0.7795
C -0.1351 -2.8086 -3.7589 -5.3 -2.3 2.1 0.5292
O -0.6121 -3.5816 -2.8689 4.1 3.8 -3.6 -0.3948
N 1.1609 -2.0106 -3.6749 1.0 -2.6 -3.4 0.4248
H 1.5059 -1.5656 -4.6809 -1.0 -2.5 3.0 0.5743
H 0.9959 -1.1596 -3.1739 -1.7 2.5 1.8 -0.1229
C 2.1689 -2.7156 -2.8389 -3.3 -4.7 -3.0 -1.4117
H -1.7621 -1.7656 -4.6049 -3.9 3.2 1.8 0.2101
H -1.4241 -3.2216 -5.5239 -0.5 -0.7 0.2 0.3933
H -0.3641 -1.7996 -5.6779 -1.9 -1.1 1.4 0.1982
H 1.9499 -2.6096 -1.8629 -1.6 -0.2 3.3 0.6416
H 2.9639 -2.2146 -2.9239 6.6 3.9 -1.0 0.5863
H 2.4309 -3.7766 -3.1469 -1.0 1.3 0.3 0.3407
C -0.6151 1.4474 0.3581 -0.5 -2.3 -2.5 -0.4749
C -1.9681 0.8764 -0.0639 -4.4 2.0 3.0 0.6250
O -3.0531 1.1104 0.5791 5.5 -1.6 -3.7 -0.5915
N -2.0111 -0.0026 -1.3199 1.1 1.0 5.2 1.8205
H -2.5581 0.3734 -2.0079 -1.4 3.6 -3.2 -0.5780
H -1.0631 -0.1556 -1.6459 1.1 -0.3 -0.7 -0.2972
C -2.8861 -1.0756 -1.1239 -2.7 -3.3 -4.2 -1.1309
H -0.7771 1.7854 1.3441 0.5 0.5 1.1 0.6149
H -0.3361 2.2064 -0.3679 -0.2 0.6 0.1 0.1197
H 0.1639 0.6444 0.1461 -0.9 0.9 1.1 -0.2497
H -3.7651 -0.7716 -0.5559 -0.2 0.4 -0.9 0.5321
H -2.5801 -1.9516 -0.6469 1.4 -1.2 0.8 0.3692
H -3.0661 -1.3826 -2.3969 -0.4 0.4 4.1 0.2650
C 3.6669 1.1584 -3.9789 -1.3 2.3 1.5 -0.7000
C 2.3929 2.0044 -3.9729 0.7 3.2 2.3 0.6325
O 2.3519 3.1424 -3.5249 -0.3 -2.8 -1.4 -0.4535
N 1.1549 1.3434 -4.4489 1.2 -1.2 -2.5 0.3325
H 1.5779 0.5494 -5.1099 -1.7 1.8 1.9 0.3953
H 0.6679 0.9794 -3.4769 0.4 -0.9 -0.4 -0.0949
C 0.1749 2.1944 -5.2309 -2.5 -1.9 5.3 -0.9425
H 4.1059 1.4604 -4.8829 1.3 0.1 -1.3 0.4001
H 3.3889 0.1644 -3.9809 -0.2 -2.3 -0.1 0.1230
H 4.2829 1.4064 -3.0909 -0.4 0.0 -0.7 0.1101
H -0.2681 2.8414 -4.4769 0.5 0.6 0.2 0.2928
H -0.7531 1.6604 -5.3669 0.0 -0.9 -0.9 0.2948
H 0.5099 2.7554 -5.9679 2.1 2.0 -3.6 0.5244
I -3.6181 1.7684 -3.9349 0.7 -0.4 0.3 -0.6599
O 0.3589 0.0234 -2.3259 4.2 -0.5 2.9 -1.6522
H 1.1279 -0.0846 -1.5009 -3.3 0.8 -3.5 0.2122
F 4.5429 1.1604 5.2601 2.2 0.3 0.6 -0.3358
C 3.5989 0.8494 4.4431 -4.2 -0.7 0.3 0.5315
C 2.3049 1.2894 4.8221 -1.0 1.9 0.7 -0.3060
C 1.1509 1.0744 4.1031 -0.2 -1.8 -1.7 -0.6431
C 1.1719 0.0944 3.0121 -0.2 1.2 0.4 0.7873
C 2.4479 -0.4426 2.7231 -1.6 2.6 2.5 -0.9855
C 3.6389 -0.0756 3.4411 1.1 -1.5 -2.0 -0.7357
H 2.0509 1.9534 5.7031 1.4 -0.7 -0.9 0.2608
H 0.2679 1.6294 4.4261 0.0 -0.5 -0.2 0.4100
H 0.2219 -0.2456 2.3631 2.3 0.9 2.0 -0.1917
H 2.2479 -1.1196 1.9861 1.3 -2.2 -2.0 0.8309
H 4.6199 -0.5576 3.1611 -1.2 0.6 0.4 0.3249
C -4.3581 -3.9696 3.6501 -2.5 -3.0 2.2 -0.6881
C -4.7711 -3.3446 2.3491 3.1 -2.4 -0.6 -0.4780
C -4.5701 -1.9206 2.5041 2.9 0.4 -3.1 -0.4501
S -3.1671 -1.7786 3.5691 1.3 0.1 0.0 1.2635
O -3.5081 -1.0286 4.7211 -0.3 1.8 0.6 -0.7765
O -2.0061 -1.5476 2.7481 0.7 0.7 -0.6 -0.4468
C -3.0051 -3.3876 4.1731 -7.3 1.1 5.7 0.4585
H -4.4961 -5.1296 3.6521 1.0 1.9 -0.3 0.3016
H -5.1841 -3.7276 4.3481 0.6 0.3 0.2 0.4215
H -5.7411 -3.4936 1.9851 -1.4 -1.0 -0.3 0.6005
H -4.0061 -3.7666 1.6621 -0.8 0.3 -0.4 0.0346
H -5.3111 -1.5806 3.0831 -3.1 2.1 1.6 0.5795
H -4.4171 -1.5396 1.4431 -0.2 0.6 1.9 -0.1960
H -2.9151 -3.4896 5.4251 -0.4 0.8 -3.7 0.2745
H -2.2921 -3.8656 3.7981 6.2 -3.8 -3.4 -0.8102
C 0.0339 -5.1806 2.0451 -4.7 -0.6 -0.6 -0.8278
C 0.0189 -6.6346 2.4881 6.8 1.4 2.0 -0.6841
C -1.3041 -7.0366 2.5051 -2.0 -3.8 2.3 -0.7211
S -1.9691 -6.5476 1.0201 -3.2 1.0 -0.8 1.0813
O -3.3901 -6.2806 1.2381 1.0 -0.2 -0.6 -0.6348
O -1.5391 -7.5206 0.0551 0.2 0.6 -0.5 -0.6803
C -1.0891 -4.9406 0.8411 2.7 -0.4 -1.3 0.4090
H 0.9939 -5.0026 1.8331 3.4 1.9 -1.0 0.5091
H -0.4581 -4.5936 2.8341 1.0 0.1 0.1 0.0767
H 0.7729 -6.6986 3.4281 -2.5 0.2 -1.1 0.3070
H 0.6459 -7.3086 1.9151 -0.2 0.2 -1.2 0.3740
H -1.8621 -6.7156 3.3231 -1.2 1.6 1.2 0.3594
H -1.3701 -8.1116 2.7251 -0.3 -0.1 -1.1 0.4556
H -1.6451 -3.9576 1.1301 0.6 -2.1 -1.0 -0.3124
H -0.6121 -4.9986 -0.3499 -1.5 0.5 3.6 0.2150
C 4.6429 3.2174 -0.2609 -3.8 -1.5 -4.1 -0.3672
C 3.5109 2.4084 0.4781 3.7 -0.6 0.1 -0.4099
C 2.9849 3.3224 1.4961 -3.3 -0.7 -0.2 1.0091
S 4.1489 4.4574 2.0121 1.9 2.0 0.6 1.0501
O 4.7179 4.0794 3.2891 -0.6 0.3 -0.3 -0.6288
O 3.6559 5.8154 1.7691 0.6 -1.7 0.2 -0.6620
C 5.3869 3.9364 0.7921 1.8 0.9 -0.8 -0.7491
H 4.0919 3.7994 -1.0789 0.9 0.3 1.4 0.1084
H 5.0299 2.4144 -0.9359 1.3 0.8 0.9 0.1925
H 4.0599 1.5004 0.8191 0.1 0.8 1.2 0.1229
H 2.7919 1.8124 0.0081 -1.7 0.2 -1.8 0.2652
H 2.6639 2.7014 2.2881 -0.5 -0.2 1.5 -0.5511
H 2.0819 3.8524 1.1191 0.7 -0.1 0.2 -0.1257
H 6.0209 3.1834 1.2491 0.1 0.2 0.7 0.4083
H 6.0709 4.7784 0.4511 -1.2 -0.9 0.5 0.4133
C -1.8911 5.3964 -2.1909 1.5 -3.2 2.1 -0.2511
C -0.4481 5.5674 -1.6099 0.4 -2.5 0.2 -0.0972
C -0.5461 6.3394 -0.3519 0.5 2.7 -0.1 -0.8695
S -1.8731 5.5724 0.5661 0.6 3.6 1.5 1.0746
O -2.5691 6.7284 1.1111 -0.4 -1.1 0.2 -0.7552
O -1.3801 4.5634 1.5061 -0.7 0.1 -1.6 -0.5296
C -2.6771 5.0014 -0.9169 -0.6 -2.9 0.8 -0.1400
H -2.0111 4.4194 -2.8569 0.0 2.9 0.4 -0.1317
H -2.1821 6.3984 -2.3179 -0.9 1.0 -1.9 0.5066
H 0.3839 5.9244 -2.2039 -0.3 0.2 -0.7 0.4833
H -0.0801 4.5684 -1.1939 -0.4 0.6 -1.0 -0.3007
H -0.8051 7.4674 -0.5169 0.0 -2.1 0.3 0.3159
H 0.4369 6.3644 0.1121 -0.2 -0.2 0.7 0.4428
H -3.7671 5.1314 -0.9649 0.5 0.6 0.3 0.4872
H -2.5811 3.9234 -0.6159 -0.1 0.2 -1.2 -0.3025
```
Positions in Å, forces in eV/Å.

Summary:
**2S+1**: 1
**HOMO-LUMO gap**: 5.49 eV
**Total charge**: +1

---

The following is a DFT calculation (wB97M-V/def2-TZVPD) of the ion C5H6NO2S with charge -1 at a distorted geometry.

XYZ file:
```
15
Properties=species:S:1:pos:R:3:forces:R:3:mulliken_charge:R:1
C 0.2420 -1.3467 0.3616 0.4 1.7 0.5 -1.6183
C -0.2387 0.1069 0.2363 2.8 0.5 0.9 1.1509
C -0.8414 0.2002 -1.0973 1.5 -0.5 -2.8 -1.3838
S 1.2976 1.6239 0.5910 -1.4 -1.6 -0.4 -0.1383
C 2.3834 0.9421 -0.4831 1.2 -0.5 -1.3 0.4552
N 3.1256 0.4839 -1.2577 -0.5 0.2 0.6 -0.5985
C -1.0882 0.6985 1.3506 -1.4 -2.3 0.7 0.3017
O -0.7101 1.7532 1.8469 -0.5 1.0 0.7 -0.6760
O -2.0591 -0.0726 1.6402 0.7 1.0 -0.3 -0.7400
H 0.8309 -1.6140 1.2167 0.5 0.3 0.6 0.3531
H 0.7762 -1.5436 -0.5569 0.0 -0.6 -0.1 0.4218
H -0.7011 -1.8228 0.5017 -0.7 -0.9 -0.4 0.4444
H -0.6156 -0.6914 -1.8100 -0.2 1.4 1.3 0.2733
H -0.5414 1.0981 -1.6376 -0.3 0.1 0.1 0.3002
H -1.8600 0.1842 -0.9022 -2.2 0.1 -0.1 0.4543
```
Positions in Å, forces in eV/Å.

Summary:
**2S+1**: 1
**HOMO-LUMO gap**: 8.70 eV
**Total charge**: -1
**Structure (SMILES)**: CC(C)(SC#N)C(=O)[O-]

---

Ordered DFT total energy results: -1483.38270 -621.38978 -4275.02372 -797.58616; unit Eh.
Ordered ΔE to the lowest compared entry with this formula, charge and spin results: 1.091 4.515 1.019 0.820; unit eV.